Entry from OMol25: 15 unconnected molecules or ions with the total composition C36H109N23O15 in a non-equilibrium geometry (the ωB97M-V functional and the def2-TZVPD basis).

The calculation puts the energy above the lowest of the compared OMol25 structures with the same formula, charge and spin at 0.00 kJ/mol.

Atoms and positions in Å:
C 7.52676 25.76140 -6.09665
O 6.67265 24.87788 -6.02158
N 7.23693 27.04494 -6.42327
N 8.84543 25.48824 -5.86831
H 7.95842 27.68402 -6.70690
H 6.27881 27.29126 -6.67514
H 9.57365 26.16461 -6.01609
H 9.16919 24.53868 -5.81995
C 6.01023 23.06249 -3.02901
O 5.69917 22.26638 -2.15704
N 5.33030 23.21452 -4.19514
N 7.17690 23.80200 -2.97091
H 5.55991 23.90429 -4.90157
H 4.43645 22.75782 -4.21119
H 7.64149 23.83449 -2.08137
H 7.29459 24.59420 -3.58081
C 2.49182 18.55879 -7.48876
O 1.95348 18.55961 -8.58855
N 2.53363 19.70126 -6.73159
N 2.99993 17.44558 -6.87263
H 1.95281 20.42503 -7.12149
H 2.76406 19.70046 -5.75208
H 3.01610 16.61805 -7.44076
H 3.49391 17.56313 -6.00766
C 0.86782 29.03766 -4.34783
O 0.26217 30.10006 -4.36003
N 1.08840 28.27548 -5.45998
N 1.42466 28.51620 -3.21641
H 0.72099 28.54538 -6.36154
H 1.63108 27.43474 -5.33830
H 1.37095 29.11270 -2.41250
H 2.11550 27.78400 -3.28296
C -0.75591 19.08552 -5.10641
O -1.34914 19.95441 -4.48786
N -0.96206 18.75916 -6.44405
N 0.19851 18.31303 -4.50143
H -0.05529 18.63489 -6.87242
H -1.58030 19.47709 -6.80446
H 0.81989 17.69183 -4.98606
H 0.34455 18.48125 -3.52285
C -1.46020 21.64412 -8.92065
O -2.44053 22.09131 -9.48871
N -1.18903 21.94171 -7.59742
N -0.48648 20.92434 -9.57146
H -1.81446 22.63824 -7.24307
H -0.24997 21.78913 -7.27145
H 0.34340 20.63817 -9.08572
H -0.69667 20.69887 -10.52444
C 1.65418 26.93199 -11.64848
O 2.72182 27.41264 -11.31131
N 0.79925 27.57157 -12.51250
N 1.13129 25.78062 -11.10873
H 0.97939 28.54137 -12.68737
H -0.09000 27.17383 -12.75306
H 1.70881 25.11259 -10.63546
H 0.23304 25.46685 -11.43425
C 4.35662 26.39542 -3.17598
O 3.42864 26.22538 -3.96452
N 4.30424 25.83193 -1.93068
N 5.51081 27.06629 -3.45896
H 4.88331 26.12779 -1.16800
H 3.48823 25.27340 -1.76950
H 6.26990 27.01443 -2.80666
H 5.57158 27.59355 -4.30854
C -2.34261 23.17811 -4.84963
C -2.97626 24.02683 -3.75388
C -2.50397 25.45998 -3.80329
O -2.71780 26.09660 -2.56736
C -1.95695 27.26681 -2.41458
N -4.44606 23.93765 -3.81196
H -1.26977 23.29705 -4.69189
H -2.66980 23.56851 -5.81099
H -2.63273 22.14055 -4.70900
H -2.65758 23.70599 -2.74811
H -3.00981 26.03823 -4.59444
H -1.43662 25.46499 -4.07963
H -2.15824 27.99906 -3.20560
H -0.87761 27.05364 -2.43870
H -2.15013 27.69201 -1.43120
H -4.82996 24.59415 -3.13677
H -4.74556 23.02881 -3.47483
C -0.84299 23.10752 -0.74775
C 0.10093 24.15403 -1.30731
C 0.46584 25.26493 -0.32926
O 1.29951 26.23720 -0.91130
C 1.56666 27.31536 -0.07738
N 1.33348 23.48180 -1.78968
H -0.57459 22.16906 -1.22541
H -1.89222 23.31114 -0.96213
H -0.79071 23.01369 0.34010
H -0.31247 24.64822 -2.19324
H 0.88724 24.85161 0.60237
H -0.45426 25.77752 0.01007
H 0.63165 27.79618 0.26486
H 2.13779 28.09076 -0.57772
H 2.01520 27.06686 0.89703
H 1.78896 22.95273 -1.05455
H 1.97043 24.20101 -2.10439
C -0.48168 28.80735 -9.33945
C -1.06337 29.67722 -8.20577
C -2.00718 28.87685 -7.35570
O -2.85801 29.74417 -6.63053
C -3.88947 29.08553 -5.95256
N 0.05199 30.26169 -7.47212
H -1.19115 28.67782 -10.15787
H -0.16515 27.79913 -9.04314
H 0.42789 29.27473 -9.72636
H -1.68307 30.35926 -8.80929
H -1.49557 28.22330 -6.63138
H -2.59159 28.21029 -8.00900
H -4.60385 28.62539 -6.64778
H -4.38398 29.86849 -5.37672
H -3.60664 28.29548 -5.24513
H 0.51435 30.94297 -8.06555
H -0.27843 30.82306 -6.68709
C 3.24980 30.44724 -7.23137
C 3.65794 29.02624 -7.60202
C 4.19124 28.90490 -9.00341
O 5.29146 29.74637 -9.25518
C 5.60464 29.73282 -10.62892
N 4.71253 28.57245 -6.62423
H 2.71344 30.94400 -8.04395
H 4.12616 31.10013 -7.14535
H 2.66351 30.41438 -6.31613
H 2.75710 28.41372 -7.53396
H 3.33840 29.09819 -9.66926
H 4.42844 27.85747 -9.24004
H 6.44531 30.40640 -10.80684
H 4.78604 30.12923 -11.23670
H 5.89284 28.72443 -10.93547
H 4.44798 28.71419 -5.65223
H 5.32149 29.37410 -6.81324
C 3.33571 21.43975 -10.84031
C 4.40651 20.36724 -10.65494
C 5.06694 20.50512 -9.30901
O 5.79073 21.71658 -9.28703
C 6.22599 22.07330 -7.99934
N 3.89919 19.00761 -10.86048
H 2.58553 21.32414 -10.04975
H 2.79513 21.30305 -11.77968
H 3.75034 22.44795 -10.81334
H 5.18476 20.47497 -11.41664
H 5.78381 19.67433 -9.20568
H 4.34177 20.40937 -8.49232
H 7.04000 21.45407 -7.60058
H 5.43437 21.94124 -7.24322
H 6.45544 23.13524 -8.03929
H 3.40014 18.93629 -11.73697
H 3.22936 18.77819 -10.12343
C 1.74641 19.38510 -1.43704
C 3.13690 20.00548 -1.30900
C 4.07109 19.13778 -0.50477
O 3.89347 19.33302 0.88643
C 4.50914 18.31117 1.64209
N 3.66773 20.12073 -2.66713
H 1.42143 18.94408 -0.48733
H 1.77139 18.53042 -2.11640
H 0.98618 20.10197 -1.74627
H 2.97827 20.96374 -0.80657
H 5.09472 19.48708 -0.73300
H 4.05904 18.08377 -0.80775
H 3.89576 17.40527 1.57227
H 4.44681 18.62646 2.68425
H 5.55068 18.14306 1.36266
H 3.11541 20.84649 -3.11530
H 4.62405 20.45870 -2.67795
C 1.34545 25.26569 -7.63461
C 2.53348 24.82377 -6.76961
C 2.70692 23.32740 -6.89219
O 1.62702 22.58822 -6.36501
C 1.43806 22.63480 -4.96116
N 3.74757 25.47384 -7.27869
H 1.68335 25.33293 -8.66184
H 0.93124 26.23527 -7.34673
H 0.52753 24.55113 -7.51081
H 2.26211 25.11689 -5.74843
H 3.68596 22.98806 -6.51445
H 2.77560 23.06798 -7.95543
H 1.14540 23.61024 -4.56001
H 2.34471 22.29370 -4.45584
H 0.57641 21.99730 -4.75052
H 3.74108 26.47513 -7.11734
H 4.50062 25.10962 -6.69454

Atoms 1-6, force components in eV/Å:
C 0.00 -0.19 -0.67
O 0.15 0.30 0.23
N -0.09 0.03 0.18
N 0.58 0.07 0.25
H 0.03 -0.06 0.00
H -0.03 -0.03 0.00

Entry from OMol25: 8 unconnected molecules or ions with the total composition C35H52F24O13S5 in a non-equilibrium geometry (the ωB97M-V functional and the def2-TZVPD basis).

As for the structure (SMILES): FC(F)C(F)(F)COC(F)(F)C(F)F.FC(F)C(F)(F)COC(F)(F)C(F)F.FC(F)C(F)(F)COC(F)(F)C(F)F.O=S1(=O)CCCC1.O=S1(=O)CCCC1.O=S1(=O)CCCC1.O=S1(=O)CCCC1.O=S1(=O)CCCC1.

Atoms and positions in Å:
F -3.32678 -1.98922 -6.18640
C -4.13888 -2.08562 -5.09290
F -5.18618 -2.89038 -5.43122
C -3.37151 -2.52789 -3.83915
F -2.25663 -1.73085 -3.74824
F -2.85446 -3.78763 -4.10269
C -4.21072 -2.53803 -2.57161
O -4.83195 -1.28301 -2.39196
C -4.31441 -0.33251 -1.50069
F -4.63582 -0.74978 -0.27644
F -2.97850 -0.24077 -1.62013
C -4.96103 1.01316 -1.83166
F -4.55926 1.95251 -0.93738
F -4.61588 1.39960 -3.08980
H -4.54135 -1.08602 -4.86856
H -3.59435 -2.75759 -1.69864
H -4.98397 -3.29550 -2.70428
H -6.05470 1.02065 -1.78165
F 4.46859 2.22967 1.39210
C 3.42257 2.73567 2.09650
F 2.84351 3.67274 1.28537
C 2.40551 1.64239 2.45204
F 1.38743 2.17163 3.17494
F 3.05297 0.74807 3.23583
C 1.84329 0.92107 1.22999
O 1.26993 1.72194 0.21442
C -0.11094 1.78464 0.19850
F -0.57726 0.64463 -0.33010
F -0.59668 1.88399 1.45001
C -0.56059 2.96549 -0.64797
F -1.91460 3.03309 -0.68352
F -0.04853 4.13793 -0.18710
H 3.84168 3.27315 2.95142
H 1.18768 0.10160 1.53920
H 2.65070 0.38367 0.72701
H -0.18612 2.92747 -1.68028
F 3.80182 1.48228 -0.87054
C 3.60637 2.74538 -1.32817
F 4.73977 3.48415 -1.15265
C 2.90390 2.86814 -2.68498
F 1.65741 2.29203 -2.55725
F 3.56501 2.19804 -3.65744
C 2.66687 4.29675 -3.18723
O 1.55289 4.97027 -2.63993
C 1.34230 6.25664 -3.10190
F 2.39229 7.05925 -2.95619
F 1.11181 6.13789 -4.42129
C 0.13403 6.72392 -2.30332
F 0.32571 6.69121 -0.98668
F -0.26308 7.96564 -2.68709
H 2.87507 3.21891 -0.64746
H 2.40019 4.19233 -4.24142
H 3.61276 4.82991 -3.06136
H -0.69263 6.05817 -2.57772
O 0.19087 1.08900 -7.76181
S 0.26144 1.98682 -6.61986
O 1.56657 2.38841 -6.11374
C -0.81065 3.43763 -6.80330
C -1.14193 3.76433 -5.31040
C -1.43346 2.45531 -4.54940
C -0.66454 1.29301 -5.20836
H -1.74858 3.21856 -7.31088
H -0.22773 4.17055 -7.35562
H -0.20055 4.18817 -4.95735
H -1.91346 4.50229 -5.10203
H -2.49239 2.21050 -4.50553
H -1.08484 2.60057 -3.52604
H -1.39621 0.58911 -5.61012
H -0.04779 0.65912 -4.57488
O 3.67918 -5.66985 1.72487
S 3.25769 -5.26301 3.05830
O 2.86857 -6.28414 4.01570
C 4.38023 -4.03372 3.83228
C 3.82349 -2.68044 3.44052
C 2.30537 -2.81700 3.61170
C 1.87612 -4.05301 2.80072
H 5.43029 -4.25204 3.65531
H 4.20240 -4.22481 4.89317
H 4.19124 -1.92275 4.13561
H 4.16124 -2.34169 2.46003
H 1.63383 -1.99789 3.35666
H 2.12326 -3.04448 4.66633
H 1.90082 -3.72737 1.75946
H 0.96698 -4.64007 2.91141
O 2.29104 -2.14462 7.14982
S 1.07622 -1.34605 7.27435
O -0.20942 -1.99680 7.48252
C 1.19989 0.00748 8.52695
C 0.58428 1.25952 7.90080
C 0.03742 0.90769 6.48839
C 0.91188 -0.19316 5.92415
H 2.27208 0.11257 8.69530
H 0.76216 -0.39359 9.43741
H -0.21294 1.59454 8.56318
H 1.33012 2.05175 7.86839
H -0.02837 1.78416 5.84563
H -0.98429 0.53530 6.57901
H 1.90477 0.17810 5.66760
H 0.41246 -0.66553 5.07976
O 0.70731 -2.19448 0.31413
S 0.06793 -2.68663 -0.89670
O -1.38668 -2.58661 -1.07863
C 0.84042 -1.98579 -2.40098
C 1.42627 -3.14873 -3.18606
C 1.85694 -4.15223 -2.13635
C 0.68343 -4.38575 -1.19363
H 1.61353 -1.29477 -2.05164
H 0.16041 -1.27628 -2.87279
H 0.76122 -3.59157 -3.92578
H 2.30334 -2.79538 -3.73095
H 2.83237 -4.00103 -1.66994
H 2.12215 -5.07870 -2.66142
H 0.96408 -4.93542 -0.29777
H -0.14933 -4.90974 -1.66372
O -4.06134 -4.42855 3.36837
S -4.24717 -3.32528 2.44989
O -5.39480 -3.34403 1.56598
C -4.06585 -1.72561 3.41714
C -3.12111 -0.88225 2.59547
C -2.04768 -1.79893 1.99444
C -2.68565 -3.11705 1.52290
H -3.67092 -2.09172 4.36742
H -5.02533 -1.29400 3.69739
H -3.68982 -0.32653 1.84923
H -2.64244 -0.11142 3.20399
H -1.33869 -1.97519 2.80765
H -1.45911 -1.33918 1.20570
H -1.97659 -3.91574 1.71799
H -3.07681 -3.13476 0.51035

Atoms 1-6, force components in eV/Å:
F -0.12 -0.28 0.71
C -0.50 1.39 -0.43
F 0.64 -0.08 0.58
C 1.29 -1.22 -1.09
F -0.82 0.09 0.02
F -0.61 0.45 0.60

Entry from OMol25: a single C4H9NOS molecule in a non-equilibrium geometry (the ωB97M-V functional and the def2-TZVPD basis).

As for the structure (SMILES): C=NSCOCC. The calculation puts the energy above the lowest of the compared OMol25 structures with the same formula, charge and spin at 379.18 kJ/mol.

Atoms and positions in Å:
C -1.14123 -0.06017 -3.57522
N -0.63693 -0.06275 -2.31205
S -1.68676 0.64942 -1.19408
C -0.90648 0.29494 0.33409
O 0.46203 0.69567 0.31124
C 1.42733 -0.14413 1.04036
C 0.99921 -0.08155 2.44562
H -0.39794 -0.52963 -4.34582
H -2.10481 0.49063 -4.05816
H -1.34967 0.77912 1.26789
H -0.85543 -0.89163 0.43859
H 1.31110 -1.15734 0.60801
H 2.28279 0.40572 0.74404
H 0.11244 -0.66761 2.31623
H 0.85766 0.93832 2.85311
H 1.62668 -0.65902 3.12615

Atoms 1-6, force components in eV/Å:
C 2.17 0.31 1.23
N -2.67 -0.18 -4.15
S -0.94 1.09 -0.37
C 2.42 -2.63 1.85
O -0.17 0.19 -0.50
C -1.94 1.25 -1.88

Number 1: HOMO energy -0.3226 Ha, Kohn-Sham gap 8.80 eV. Number 2: HOMO energy -0.3685 Ha, Kohn-Sham gap 10.21 eV. Number 3: HOMO energy -0.3128 Ha, Kohn-Sham gap 9.19 eV.